DFT (wB97M-V/def2-TZVPD) results for a molecular structure, C32H91CrK2N11O15P2S2.

For the HOMO-LUMO gap (spin up / spin down), the calculation gives 6.03 / 2.94 eV. Its multiplicity is 6. As for the total energy: -6728.10563 hartree. Its charge is +1.

Geometry (Å):
Cr: 2.94 0.36 0.88
K: 1.98 -1.59 4.55
K: 1.66 2.92 3.51
S: 0.39 -0.18 1.55
O: 1.02 1.10 1.43
O: 1.47 -1.09 1.15
O: 0.08 -0.39 2.98
O: -0.74 -0.31 0.64
S: 4.17 0.76 3.34
O: 3.78 1.73 2.31
O: 3.76 -0.51 2.77
O: 5.57 0.69 3.67
O: 3.34 1.01 4.48
O: 3.12 2.24 -0.34
P: 3.17 3.47 -1.22
N: 4.80 3.96 -1.49
C: 5.90 3.54 -0.58
C: 5.26 4.68 -2.68
N: 2.40 4.81 -0.72
C: 2.49 6.11 -1.41
C: 1.36 4.71 0.26
N: 2.56 3.22 -2.80
C: 3.16 2.32 -3.78
C: 1.08 3.32 -2.94
H: 6.71 4.27 -0.63
H: 6.27 2.54 -0.83
H: 5.54 3.53 0.45
H: 6.18 4.23 -3.05
H: 5.44 5.71 -2.37
H: 4.56 4.68 -3.52
H: 2.06 6.85 -0.73
H: 3.50 6.51 -1.38
H: 2.11 6.22 -2.42
H: 0.41 4.34 -0.15
H: 1.66 4.00 1.02
H: 1.26 5.68 0.76
H: 4.23 2.32 -3.59
H: 2.80 1.32 -3.52
H: 2.98 2.60 -4.82
H: 0.56 2.57 -2.34
H: 0.71 3.23 -3.96
H: 0.66 4.26 -2.56
O: -1.33 0.04 -4.76
P: -2.11 -1.21 -4.44
N: -1.29 -2.72 -4.39
C: -2.02 -4.02 -4.36
C: 0.13 -2.86 -3.99
N: -3.40 -1.46 -5.53
C: -3.24 -2.06 -6.86
C: -4.60 -0.66 -5.45
N: -2.98 -1.23 -3.00
C: -2.55 -0.34 -1.88
C: -3.90 -2.25 -2.63
H: -2.35 -4.23 -3.35
H: -1.39 -4.81 -4.75
H: -2.92 -3.94 -4.98
H: 0.66 -1.97 -4.31
H: 0.48 -3.76 -4.50
H: 0.35 -2.84 -2.92
H: -3.32 -1.34 -7.68
H: -2.27 -2.55 -6.92
H: -3.99 -2.85 -6.94
H: -5.22 -1.03 -4.63
H: -4.23 0.35 -5.25
H: -5.18 -0.71 -6.37
H: -3.17 -0.55 -1.01
H: -1.50 -0.55 -1.63
H: -2.54 0.71 -2.16
H: -4.74 -1.63 -2.34
H: -3.60 -2.91 -1.81
H: -4.25 -2.79 -3.51
C: 6.18 -1.17 -1.68
C: 4.92 -0.38 -1.38
C: 3.56 -0.90 -1.99
O: 2.62 -0.02 -1.46
C: 1.30 -0.21 -1.92
N: 4.88 -0.35 0.08
H: 6.95 -0.42 -1.51
H: 6.28 -1.34 -2.75
H: 6.36 -2.07 -1.09
H: 5.04 0.64 -1.75
H: 3.32 -1.91 -1.64
H: 3.65 -0.88 -3.08
H: 0.95 -1.20 -1.63
H: 1.31 -0.32 -3.00
H: 0.55 0.53 -1.63
H: 5.03 -1.28 0.43
H: 5.69 0.14 0.40
C: -2.44 2.12 1.76
C: -2.39 2.71 0.29
C: -2.38 4.24 0.27
O: -1.41 4.72 1.21
C: -1.44 6.13 1.54
N: -1.21 2.18 -0.34
H: -2.58 1.05 1.60
H: -3.36 2.54 2.18
H: -1.54 2.32 2.34
H: -3.20 2.30 -0.31
H: -3.36 4.69 0.42
H: -2.11 4.58 -0.73
H: -0.89 6.12 2.48
H: -2.47 6.40 1.78
H: -0.97 6.70 0.73
H: -1.04 1.20 -0.20
H: -0.44 2.50 0.24
C: -2.57 0.35 5.40
C: -1.70 1.63 5.42
C: -1.66 2.22 6.87
O: -1.32 1.14 7.73
C: -1.45 1.33 9.08
N: -0.31 1.33 5.04
H: -2.21 -0.42 6.08
H: -2.59 -0.08 4.40
H: -3.57 0.58 5.78
H: -2.27 2.32 4.81
H: -2.60 2.67 7.20
H: -0.92 3.00 7.03
H: -0.91 0.51 9.56
H: -2.52 1.33 9.31
H: -0.97 2.25 9.43
H: -0.37 0.70 4.25
H: 0.12 0.80 5.78
C: -4.09 -1.69 1.96
C: -3.21 -2.94 2.23
C: -3.48 -4.04 1.17
O: -4.91 -4.41 1.24
C: -5.70 -4.29 0.05
N: -1.80 -2.44 2.14
H: -5.17 -1.87 1.95
H: -3.84 -1.42 0.93
H: -3.91 -0.82 2.58
H: -3.43 -3.31 3.24
H: -2.92 -4.93 1.46
H: -3.11 -3.78 0.18
H: -6.75 -4.24 0.35
H: -5.58 -5.13 -0.62
H: -5.51 -3.33 -0.43
H: -1.68 -1.79 1.38
H: -1.47 -1.85 2.89
C: 1.02 -5.76 2.73
C: 1.52 -4.72 1.75
C: 0.77 -4.67 0.32
O: 0.85 -5.93 -0.33
C: 0.00 -6.05 -1.51
N: 1.37 -3.44 2.47
H: 1.78 -5.88 3.51
H: 0.98 -6.70 2.20
H: 0.05 -5.62 3.20
H: 2.59 -4.91 1.62
H: 1.25 -3.98 -0.37
H: -0.28 -4.40 0.44
H: 0.29 -6.93 -2.07
H: 0.11 -5.18 -2.16
H: -1.06 -6.15 -1.24
H: 1.52 -2.69 1.81
H: 0.37 -3.30 2.55